{
  "formula": "C48H96O48",
  "method": "ωB97M-V/def2-TZVPD",
  "e_above_lowest_kcal_mol": 0.0,
  "charge": 0,
  "max_force_ev_per_a": 2.62,
  "e_tot_ha": -5498.1342,
  "elements": ["O", "O", "O", "O", "O", "O", "O", "O", "O", "O", "O", "O", "O", "O", "O", "O", "O", "O", "O", "O", "O", "O", "O", "O", "O", "O", "O", "O", "O", "O", "O", "O", "O", "O", "O", "O", "O", "O", "O", "O", "O", "O", "O", "O", "O", "O", "O", "O", "C", "C", "C", "C", "C", "C", "C", "C", "C", "C", "C", "C", "C", "C", "C", "C", "C", "C", "C", "C", "C", "C", "C", "C", "C", "C", "C", "C", "C", "C", "C", "C", "C", "C", "C", "C", "C", "C", "C", "C", "C", "C", "C", "C", "C", "C", "C", "C", "H", "H", "H", "H", "H", "H", "H", "H", "H", "H", "H", "H", "H", "H", "H", "H", "H", "H", "H", "H", "H", "H", "H", "H", "H", "H", "H", "H", "H", "H", "H", "H", "H", "H", "H", "H", "H", "H", "H", "H", "H", "H", "H", "H", "H", "H", "H", "H", "H", "H", "H", "H", "H", "H", "H", "H", "H", "H", "H", "H", "H", "H", "H", "H", "H", "H", "H", "H", "H", "H", "H", "H", "H", "H", "H", "H", "H", "H", "H", "H", "H", "H", "H", "H", "H", "H", "H", "H", "H", "H", "H", "H", "H", "H", "H", "H"],
  "positions_angstrom": [[-0.162, -4.402, 4.723], [-2.979, 5.925, -0.752], [5.424, 2.238, -1.390], [-3.292, -4.462, -2.433], [0.209, -6.534, -1.284], [-2.050, -1.352, 2.830], [-3.462, -1.628, 4.606], [-2.496, 0.259, 4.286], [1.016, -0.537, 7.655], [0.867, 3.376, 1.943], [0.908, -2.687, -4.951], [2.253, -5.901, -0.592], [3.752, -2.417, 3.397], [-4.409, -0.013, 1.239], [5.258, 2.365, 3.250], [-3.120, 3.892, -0.077], [0.490, 0.997, -1.119], [-0.023, -0.566, 0.427], [-3.419, 1.103, -4.848], [1.861, 1.106, -5.294], [1.144, 5.639, 2.057], [-0.093, -3.073, -6.819], [-1.036, -0.624, -1.453], [4.318, 0.511, -1.940], [-0.889, -4.059, -4.978], [-6.545, -0.744, 1.401], [-0.936, 4.977, -3.854], [0.515, -4.458, -0.750], [-1.086, 4.758, -0.418], [2.130, 0.405, 5.953], [0.815, -6.376, 4.237], [5.034, -1.911, 5.203], [-4.576, -4.368, -4.132], [0.873, 0.192, -6.935], [2.909, 0.647, 7.945], [6.973, 3.645, 3.321], [5.532, -1.064, 3.296], [-0.305, 4.500, 3.332], [-4.681, 1.317, -6.658], [5.177, 4.146, 4.616], [-0.355, 1.493, -5.527], [-5.594, 0.615, 2.920], [-0.910, -6.207, 5.636], [-3.751, -0.591, -6.352], [-2.836, 5.756, -4.814], [-4.762, -2.731, -2.628], [4.109, 1.349, 0.176], [-1.071, 7.045, -4.592], [-4.834, 2.733, -6.463], [0.279, 7.202, -4.179], [-0.731, -3.989, -7.703], [1.302, -3.409, -0.236], [0.605, -3.741, 3.724], [3.263, -0.402, -1.884], [1.311, -0.152, 4.921], [-1.520, 3.720, -3.542], [-0.767, 5.674, 3.969], [-5.605, -0.128, 1.817], [1.970, 2.061, -4.235], [-2.610, 2.666, 0.422], [0.621, 4.611, 2.384], [-2.297, 4.866, -0.365], [-6.696, 0.429, 3.798], [-3.655, -3.007, 4.320], [-2.236, 7.082, -1.085], [3.937, 1.978, 3.533], [1.058, -0.150, 1.249], [5.899, 3.167, -0.430], [-4.342, -3.807, -2.967], [-1.666, 1.144, 3.583], [4.688, -1.863, 3.923], [-4.235, -0.645, -0.032], [-0.115, -3.320, -5.513], [-2.860, -3.912, -1.196], [-1.357, -0.165, -2.785], [-5.576, -3.833, -4.999], [1.667, 3.303, 0.767], [4.572, 1.336, -0.924], [-2.615, -0.979, 3.829], [7.729, 4.740, 3.814], [2.873, 0.388, 9.341], [-0.854, -7.598, 5.946], [-0.151, 0.041, -0.738], [1.952, 0.092, 7.217], [5.424, -0.845, 1.896], [1.120, -5.638, -0.867], [-3.923, 0.624, -5.827], [-0.062, 0.308, -7.999], [-0.020, -5.718, 4.793], [0.724, -7.824, -1.610], [5.771, 3.455, 3.835], [4.336, -2.789, 6.061], [-1.719, 5.897, -4.411], [1.217, -3.020, -3.587], [0.657, 0.960, -5.868], [-2.984, -1.506, -5.615], [3.430, -1.178, -2.635], [-3.197, -0.975, 0.029], [-1.752, 1.049, 2.497], [-1.245, 5.422, 4.915], [2.026, 0.916, 9.782], [1.320, -4.091, -3.427], [-3.038, -2.525, -6.002], [-4.553, -3.378, 4.807], [-5.121, -3.180, -5.740], [-2.628, -2.846, -1.191], [0.261, -0.182, 5.210], [3.339, 2.723, 4.063], [-2.585, 3.801, -3.321], [-0.498, -5.004, -7.375], [0.704, 8.162, -4.452], [-2.042, 2.914, 1.318], [1.979, -0.268, 0.681], [0.398, 6.958, -3.124], [3.943, 1.167, 4.267], [-1.240, -8.143, 5.083], [-1.924, -1.304, -5.823], [-1.377, -7.776, 6.875], [-7.215, -0.513, 3.651], [-3.954, 3.298, -6.756], [0.060, -0.596, -8.591], [0.185, -7.933, 5.974], [3.372, 1.662, 2.659], [2.368, -3.419, -0.471], [-6.257, -3.198, -4.434], [1.275, 3.927, -0.039], [-1.925, 7.564, -0.155], [6.415, 2.661, 0.386], [5.457, -1.776, 1.329], [0.374, -4.206, 2.761], [1.115, -0.768, 2.143], [-0.368, -3.833, -8.711], [6.564, 3.877, -0.914], [0.905, -2.503, -0.692], [-6.297, 0.573, 4.802], [-1.004, 3.227, -2.721], [2.244, 2.997, -4.728], [0.047, -8.259, -2.339], [-4.408, 0.012, -0.882], [-4.832, -1.553, -0.087], [0.976, 2.141, -3.793], [-1.419, 3.123, -4.452], [2.898, -0.690, 9.485], [-3.194, -1.549, -4.548], [3.824, -3.614, 5.566], [-0.597, 1.000, 3.725], [1.603, -1.195, 4.793], [-3.767, -3.136, 3.242], [-3.593, -4.048, -0.395], [5.081, 3.760, -0.013], [-1.815, -3.903, -7.617], [-6.091, -4.674, -5.451], [-2.430, -0.275, -2.895], [0.175, 1.180, -8.612], [-1.977, -4.492, -0.939], [4.978, -3.214, 6.829], [8.250, 5.166, 2.957], [0.030, 6.392, 4.136], [0.788, -8.454, -0.723], [-0.784, -0.720, -3.523], [2.308, -0.026, -2.259], [2.711, 1.845, -3.473], [2.636, 3.780, 0.947], [1.723, -7.698, -2.027], [-2.790, -3.552, 4.701], [-2.010, 2.169, -0.343], [2.167, -2.540, -3.386], [0.990, 0.883, 1.594], [1.515, 0.486, 4.070], [-7.437, 1.229, 3.709], [-3.432, 2.001, 0.667], [0.884, 6.453, -4.700], [6.268, -0.244, 1.572], [0.157, -2.758, 3.566], [1.204, -3.349, 0.850], [-5.231, 2.920, -5.471], [3.119, -0.950, -0.954], [-1.096, 0.415, -7.672], [-5.593, 3.001, -7.197], [-2.831, 7.802, -1.642], [-1.348, 6.827, -1.662], [8.454, 4.401, 4.553], [4.488, -0.317, 1.739], [3.567, -2.216, 6.586], [-1.599, 6.116, 3.415], [1.753, 2.257, 0.497], [7.156, 5.556, 4.250], [-1.144, 0.898, -2.879], [3.754, 0.837, 9.799], [1.656, -3.701, 3.994], [-1.942, 2.167, 3.823], [0.413, -2.580, -2.999]],
  "forces_ev_per_a": [[-0.647, 0.256, 0.342], [-1.123, 0.297, -0.065], [0.507, 0.065, -0.364], [-1.202, 0.477, 0.352], [-0.125, 0.598, -0.109], [0.000, -0.883, 0.188], [-0.403, 0.101, 0.389], [-0.305, 0.221, 1.053], [0.315, -0.212, -0.087], [-0.321, 0.106, -0.116], [0.478, 0.104, -0.231], [0.636, 0.272, -0.095], [-0.173, -0.185, 0.215], [-0.332, 0.420, 0.110], [0.615, -0.055, -0.730], [-1.739, -0.026, 0.122], [-0.267, -0.111, 0.225], [-0.492, -0.222, 0.676], [0.165, -0.738, 0.616], [0.522, -0.742, 0.475], [0.153, -0.144, -0.392], [0.696, 0.931, -0.734], [-0.551, -0.486, -0.211], [0.270, 0.072, -0.077], [-0.391, -0.243, 0.567], [-0.161, -0.435, -0.104], [0.298, 0.542, 0.892], [0.117, -0.404, -0.351], [-0.377, 0.210, 0.559], [0.899, 0.619, -0.566], [0.348, -0.123, -0.547], [0.660, -0.159, 0.039], [-0.483, -1.245, -0.755], [-0.361, -0.033, 0.037], [0.797, 0.391, -0.455], [0.338, 0.001, -0.023], [1.263, 0.171, 0.679], [-0.572, -0.682, 0.497], [-0.370, -0.224, -0.882], [0.442, 0.184, 0.251], [-0.673, -0.067, -0.044], [0.183, -0.159, 0.121], [-0.927, 0.472, 0.913], [-0.909, -0.195, -0.022], [-0.408, -0.235, 0.287], [-0.618, -0.098, 0.853], [-0.518, -0.605, 0.569], [-0.028, 1.228, -0.083], [-0.731, -0.333, -0.473], [0.822, -1.589, -0.014], [-0.569, -0.782, 1.001], [0.296, 1.301, 0.279], [-0.683, 0.157, -0.891], [-1.132, -1.618, -0.804], [-0.029, -0.585, 1.038], [-0.685, -0.937, -1.025], [-0.634, 0.589, 0.224], [-0.053, 0.527, -0.370], [-1.101, 0.802, -0.416], [0.570, 0.015, 0.078], [0.048, 0.224, 0.328], [1.831, -0.546, -1.115], [-0.438, 0.766, 0.750], [0.394, -0.475, -0.449], [0.900, 0.522, 0.376], [-1.233, -0.379, 1.573], [0.724, 0.258, 0.187], [-0.009, 0.668, 0.678], [2.095, 1.094, -1.137], [0.549, 0.680, -1.535], [-0.389, 0.098, -0.802], [0.711, -1.127, 0.515], [0.321, -0.706, -0.394], [0.447, -0.337, 1.101], [-0.104, 0.750, 0.485], [-0.174, 0.623, 0.599], [0.940, 1.020, -0.440], [-0.102, 0.628, -0.845], [0.352, 0.778, -0.855], [0.563, 0.755, -0.020], [0.018, 0.196, 0.234], [0.957, -0.243, -1.284], [0.781, 0.498, -0.663], [-1.412, -0.223, 0.575], [-0.712, -0.234, -0.092], [-0.749, -0.990, 0.349], [0.530, 1.230, -0.325], [-0.318, -0.071, -0.360], [0.594, -0.345, 0.237], [0.370, 0.060, -0.033], [-1.554, -0.177, -0.144], [-1.255, -0.179, 0.663], [0.436, -0.224, -0.613], [-0.641, 0.468, -0.271], [1.606, 0.346, -0.303], [1.787, -0.785, 0.092], [0.829, 0.105, 0.082], [0.047, 0.212, -0.444], [-0.499, -0.264, 0.064], [0.472, -0.481, 0.092], [-0.252, -0.566, 0.040], [-0.281, -0.022, -0.110], [-0.888, 0.201, -0.259], [-0.028, 0.431, 0.196], [0.143, -0.233, -0.172], [0.062, -0.067, -0.621], [-0.008, 0.357, 0.037], [0.350, 0.509, -0.325], [0.079, 0.218, 0.082], [0.095, -0.020, -0.165], [-0.699, 0.318, 0.087], [0.279, -0.410, -0.089], [0.150, 0.149, 0.149], [-0.047, 0.411, 0.089], [0.275, -0.240, -0.247], [-0.529, -0.136, 0.305], [-0.015, 0.440, 0.582], [-0.153, 0.101, -0.060], [0.292, -0.148, 0.041], [0.342, -0.174, 0.601], [-0.084, 0.027, -0.001], [0.023, 0.179, 0.472], [0.566, 0.133, -0.399], [-0.082, -0.705, -0.164], [-0.157, -0.204, 0.052], [-0.607, -0.417, 0.042], [0.153, 0.008, -0.109], [-0.026, 0.008, -0.020], [-0.214, -0.122, 0.181], [0.718, -0.392, 0.102], [-0.377, -0.357, -0.268], [0.025, 0.321, 0.064], [0.088, -0.346, -0.304], [-0.185, -0.045, 0.256], [0.081, -0.506, -0.005], [0.283, 0.462, 0.056], [-0.083, 0.146, 0.313], [-0.040, 0.049, 0.038], [-0.156, 0.149, 0.172], [-0.273, 0.245, -0.206], [0.241, 0.298, 0.299], [-0.172, -0.197, 0.372], [-0.377, 0.108, 0.381], [-0.116, 0.320, -0.082], [0.224, 0.140, -0.404], [-0.128, -0.099, 0.612], [0.195, 0.076, -0.452], [0.146, -0.143, 0.067], [-0.182, -0.165, -0.230], [-0.099, -0.235, 0.042], [-0.015, 0.189, -0.292], [0.019, 0.020, -0.076], [0.059, -0.307, -0.131], [0.130, -0.018, 0.046], [0.053, 0.158, -0.009], [0.484, 0.258, -0.284], [0.129, -0.213, 0.005], [0.014, 0.018, -0.136], [-0.043, 0.066, 0.032], [-0.068, -0.107, -0.002], [0.095, 0.754, 0.618], [0.123, -0.648, -0.362], [0.124, -0.503, 0.314], [-0.047, -0.236, -0.056], [-0.076, -0.149, -0.215], [0.302, 0.163, 0.150], [-0.017, 0.089, -0.017], [-0.345, -0.054, -0.243], [-0.143, -0.218, -0.185], [0.097, 0.012, -0.535], [-0.244, 0.380, 0.052], [0.025, 0.054, -0.017], [-0.018, 0.197, 0.388], [0.165, 0.145, 0.666], [-0.051, -0.020, -0.105], [0.417, 0.289, 0.136], [0.246, 0.491, 0.312], [0.092, -0.166, 0.257], [-0.128, -0.040, 0.120], [-0.427, -0.446, -0.039], [-0.050, -0.069, 0.055], [-0.025, -0.141, -0.047], [0.081, -0.018, -0.440], [-0.023, 0.013, -0.026], [0.362, 0.170, -0.447], [0.041, 0.320, -0.097], [-0.466, -0.375, 0.022], [0.178, -0.064, -0.046], [0.193, -0.066, -0.417], [0.034, -0.047, -0.303], [-0.033, -0.139, 0.365], [0.189, -0.358, 0.494]],
  "lowdin_charge": [0.00, 0.03, 0.02, 0.02, 0.00, 0.11, 0.02, 0.03, 0.12, -0.01, 0.01, 0.14, 0.11, -0.03, 0.01, 0.03, 0.10, 0.00, 0.13, 0.01, 0.14, -0.02, -0.01, 0.03, 0.15, 0.14, -0.02, 0.00, 0.11, 0.00, 0.13, 0.03, 0.01, 0.01, 0.00, 0.01, 0.01, -0.01, 0.00, 0.13, 0.12, 0.01, 0.00, 0.03, 0.14, 0.12, 0.12, 0.00, -0.01, -0.05, -0.03, -0.04, -0.03, -0.06, -0.01, -0.03, -0.04, -0.61, -0.01, 0.00, -0.62, -0.63, -0.04, -0.02, -0.02, -0.05, -0.02, -0.03, -0.61, -0.04, -0.61, -0.02, -0.65, -0.03, 0.01, -0.02, -0.05, -0.59, -0.62, -0.04, -0.04, -0.03, -0.63, -0.64, -0.03, -0.61, -0.60, -0.03, -0.64, -0.03, -0.60, -0.03, -0.63, 0.00, -0.60, -0.05, 0.08, 0.08, 0.08, 0.09, 0.10, 0.11, 0.08, 0.10, 0.08, 0.08, 0.09, 0.10, 0.11, 0.10, 0.09, 0.09, 0.08, 0.09, 0.09, 0.10, 0.09, 0.09, 0.09, 0.10, 0.09, 0.09, 0.07, 0.10, 0.10, 0.10, 0.10, 0.10, 0.10, 0.10, 0.09, 0.10, 0.10, 0.07, 0.10, 0.08, 0.11, 0.09, 0.11, 0.09, 0.07, 0.08, 0.10, 0.09, 0.09, 0.06, 0.09, 0.10, 0.10, 0.09, 0.09, 0.10, 0.08, 0.10, 0.08, 0.10, 0.09, 0.10, 0.10, 0.09, 0.08, 0.08, 0.09, 0.09, 0.09, 0.10, 0.08, 0.08, 0.08, 0.09, 0.08, 0.09, 0.10, 0.08, 0.09, 0.10, 0.09, 0.09, 0.09, 0.10, 0.07, 0.10, 0.06, 0.09, 0.10, 0.05, 0.09, 0.08, 0.09, 0.08, 0.10, 0.09]
}